Entry 1:
Below is a molecular structure, C56H62F3GeN5O4Rb at a distorted geometry, with properties calculated with wB97M-V/def2-TZVPD.

```
132
C56H62F3GeN5O4Rb, DFT wB97M-V/def2-TZVPD
Rb 1.29 1.13 -0.25
O -1.72 4.30 1.79
C -0.97 3.65 1.02
N 0.22 3.14 1.26
C 0.74 3.50 2.56
C 1.75 2.52 3.12
C 1.88 2.38 4.50
C 2.86 1.55 5.01
C 3.68 0.86 4.13
C 3.48 1.04 2.78
N 2.54 1.85 2.27
C -1.48 3.45 -0.41
C -2.72 4.01 -0.75
C -3.19 3.88 -2.04
C -2.41 3.21 -2.98
C -1.19 2.69 -2.56
N -0.74 2.80 -1.31
H -0.06 3.64 3.29
H 1.25 4.47 2.50
H 1.22 2.93 5.15
H 2.97 1.42 6.08
H 4.45 0.19 4.49
H 4.10 0.52 2.05
H -3.26 4.52 0.03
H -4.14 4.30 -2.33
H -2.73 3.09 -4.01
H -0.55 2.17 -3.26
C 4.35 1.13 -1.62
C 4.00 -0.03 -2.36
C 3.05 0.39 -3.34
C 2.85 1.78 -3.15
C 3.66 2.25 -2.10
C 3.85 3.70 -1.70
C 4.49 3.81 -0.31
C 2.51 4.44 -1.68
C 4.77 4.39 -2.71
C 2.27 -0.37 -4.42
C 1.23 -1.32 -3.80
C 3.19 -1.13 -5.39
C 1.48 0.60 -5.30
C 4.80 -1.34 -2.14
C 5.99 -1.37 -3.12
C 4.03 -2.66 -2.27
C 5.39 -1.36 -0.72
H 5.10 1.17 -0.83
H 2.21 2.43 -3.74
H 3.88 3.30 0.44
H 4.58 4.86 -0.02
H 5.49 3.36 -0.30
H 1.83 4.00 -0.94
H 2.02 4.40 -2.65
H 2.66 5.50 -1.42
H 5.74 3.88 -2.75
H 4.94 5.45 -2.45
H 4.34 4.35 -3.71
H 1.69 -2.02 -3.10
H 0.69 -1.89 -4.57
H 0.50 -0.73 -3.24
H 3.77 -1.91 -4.92
H 3.90 -0.43 -5.85
H 2.60 -1.60 -6.19
H 0.73 1.14 -4.73
H 0.97 0.05 -6.09
H 2.15 1.33 -5.77
H 5.66 -1.37 -4.15
H 6.62 -2.26 -2.95
H 6.61 -0.48 -2.97
H 3.62 -2.83 -3.26
H 3.21 -2.70 -1.55
H 4.71 -3.49 -2.05
H 6.15 -0.58 -0.58
H 5.87 -2.33 -0.53
H 4.61 -1.22 0.03
O 1.72 -1.45 -0.20
N 1.77 -1.30 0.92
O 1.10 -0.97 3.55
C 0.35 -0.53 2.73
O 0.50 -0.69 1.36
C -0.88 0.30 3.01
C -2.14 -0.13 2.25
Ge -2.92 -1.83 2.80
C -4.51 -2.15 1.69
C -5.80 -2.16 2.21
C -6.90 -2.36 1.39
C -6.72 -2.57 0.02
C -5.44 -2.57 -0.51
C -4.34 -2.37 0.32
C -3.45 -1.57 4.66
C -2.89 -2.22 5.76
C -3.25 -1.88 7.06
C -4.17 -0.87 7.28
C -4.73 -0.19 6.20
C -4.37 -0.54 4.91
C -1.67 -3.29 2.44
C -0.93 -3.23 1.26
C -0.05 -4.24 0.91
C 0.11 -5.34 1.75
C -0.63 -5.42 2.93
C -1.52 -4.40 3.26
H -0.64 1.32 2.70
H -1.02 0.28 4.09
H -1.95 -0.16 1.17
H -2.91 0.63 2.41
H -5.96 -2.01 3.27
H -7.90 -2.36 1.81
H -7.58 -2.72 -0.62
H -5.29 -2.73 -1.57
H -3.35 -2.37 -0.12
H -2.14 -2.99 5.61
H -2.80 -2.39 7.90
H -4.44 -0.59 8.29
H -5.44 0.61 6.37
H -4.80 0.01 4.08
H -1.03 -2.37 0.60
H 0.53 -4.17 0.00
H 0.80 -6.13 1.49
H -0.52 -6.28 3.58
H -2.10 -4.50 4.17
F -5.71 -2.63 -3.48
C -5.69 -1.37 -3.01
F -5.95 -0.56 -4.05
F -6.72 -1.25 -2.16
C -4.38 -1.03 -2.36
C -3.26 -1.80 -2.58
C -2.08 -1.42 -1.97
N -1.98 -0.35 -1.18
C -3.07 0.39 -0.99
C -4.30 0.09 -1.56
H -3.30 -2.68 -3.21
H -1.17 -2.00 -2.11
H -2.96 1.26 -0.35
H -5.16 0.71 -1.37
```

Properties
E_HOMO = -3.5 eV
Total charge = -1
Gap between HOMO and LUMO = 5.0 eV
Electronic energy = -5146.4642 hartree
Largest force on an atom = 2.75 eV Å⁻¹
LUMO energy = 0.05393 Ha

=====

Entry 2:
Below is C3H7NO in the gas phase, with properties calculated with wB97M-V/def2-TZVPD.

```
12
C3H7NO, DFT wB97M-V/def2-TZVPD
C 1.93 0.07 0.25
O 0.74 -0.55 -0.22
C -0.41 0.07 0.10
C -1.57 -0.55 -0.64
N -0.43 1.04 0.92
H 2.09 1.01 -0.30
H 1.87 0.29 1.31
H 2.74 -0.63 0.04
H -1.28 -0.72 -1.68
H -2.44 0.12 -0.62
H -1.85 -1.51 -0.21
H -1.38 1.37 1.05
```

Properties
E_HOMO = -10.0 eV
Total charge = 0
Gap between HOMO and LUMO = 11.1 eV
SMILES = [H]/N=C(\C)OC
Electronic energy = -248.4911 hartree
Largest force on an atom = 0.34 eV Å⁻¹
LUMO energy = 0.03781 Ha

=====

Entry 3:
Below is 2 unconnected molecules or ions with the total composition C3H10N2O at a distorted geometry, with properties calculated with wB97M-V/def2-TZVPD.

```
16
C3H10N2O, DFT wB97M-V/def2-TZVPD
C -0.20 -1.59 1.16
N 0.66 -1.11 2.20
C 1.82 -0.35 1.81
H 0.42 -2.10 0.41
H -0.73 -0.71 0.72
H -0.98 -2.33 1.55
H 0.04 -0.67 2.87
H 2.71 -0.52 2.43
H 2.15 -0.63 0.80
H 1.71 0.74 1.89
C -0.91 0.94 -2.18
N -0.79 2.17 -1.57
O -0.72 -0.18 -1.75
H -1.17 1.15 -3.22
H -0.92 2.91 -2.23
H -0.98 2.14 -0.59
```

Properties
E_HOMO (alpha / beta) = -13.5 / -13.5 eV
Total charge = +1
Multiplicity = 2
Gap between HOMO and LUMO (alpha / beta) = 10.2 / 5.4 eV
Electronic energy = -304.7217 hartree
Largest force on an atom = 2.86 eV Å⁻¹
LUMO energy (alpha / beta) = -0.12300 / -0.29682 Ha

=====

Entry 4:
Below is a gas-phase ion, C5H8 (charge -1) at a distorted geometry, with properties calculated with wB97M-V/def2-TZVPD.

```
13
C5H8, DFT wB97M-V/def2-TZVPD
C -0.40 -1.04 0.76
C -1.78 -0.88 0.76
C 0.55 -0.68 -0.51
C 1.28 0.65 -0.39
C 0.73 1.86 -0.83
H 0.18 -1.12 1.68
H -2.22 -1.48 1.64
H -2.34 -0.09 0.21
H 1.33 -1.45 -0.46
H -0.10 -0.83 -1.44
H 2.00 0.65 0.42
H 0.62 2.71 -0.08
H 0.14 1.70 -1.76
```

Properties
E_HOMO (alpha / beta) = 0.7 / -3.3 eV
Total charge = -1
Multiplicity = 2
Gap between HOMO and LUMO (alpha / beta) = 4.2 / 8.0 eV
Electronic energy = -195.1456 hartree
Largest force on an atom = 3.56 eV Å⁻¹
LUMO energy (alpha / beta) = 0.17807 / 0.17413 Ha

=====

Entry 5:
Below is 2 unconnected molecules or ions with the total composition C3H5BrO at a distorted geometry, with properties calculated with wB97M-V/def2-TZVPD.

```
10
C3H5BrO, DFT wB97M-V/def2-TZVPD
C -1.08 -0.95 0.66
C -0.41 -0.63 -0.42
C 0.28 0.57 -0.59
O 0.03 1.58 0.27
Br 2.77 -0.19 0.02
H -1.58 -1.95 0.80
H -1.40 -0.33 1.54
H -0.24 -1.18 -1.24
H 0.80 0.86 -1.51
H 0.83 2.21 0.47
```

Properties
E_HOMO = -8.9 eV
Total charge = 0
Gap between HOMO and LUMO = 7.4 eV
Electronic energy = -2766.4790 hartree
Largest force on an atom = 4.44 eV Å⁻¹
LUMO energy = -0.05757 Ha

=====

Entry 6:
Below is C5H6OS2 in the gas phase at a distorted geometry, with properties calculated with wB97M-V/def2-TZVPD.

```
14
C5H6OS2, DFT wB97M-V/def2-TZVPD
C 1.35 -0.36 0.65
C 1.16 0.95 0.38
C -0.75 -0.86 -0.81
C 0.03 -1.43 0.07
C -0.06 1.37 -0.40
O -0.63 0.51 -1.20
S 0.20 -3.07 0.62
S -1.32 1.97 0.83
H 2.00 -0.65 1.41
H 1.84 1.54 0.91
H -1.59 -1.49 -1.29
H 0.15 2.18 -1.03
H -0.64 -3.68 -0.21
H -1.73 3.00 0.07
```

Properties
E_HOMO = -8.4 eV
Total charge = 0
Gap between HOMO and LUMO = 9.1 eV
SMILES = SC1=CO[C@@H](S)C=C1
Electronic energy = -1065.6169 hartree
Largest force on an atom = 6.13 eV Å⁻¹
LUMO energy = 0.02724 Ha

=====

What did the sixth record say?
Below is C5H6OS2 in the gas phase at a distorted geometry, with properties calculated with wB97M-V/def2-TZVPD.

```
14
C5H6OS2, DFT wB97M-V/def2-TZVPD
C 1.35 -0.36 0.65
C 1.16 0.95 0.38
C -0.75 -0.86 -0.81
C 0.03 -1.43 0.07
C -0.06 1.37 -0.40
O -0.63 0.51 -1.20
S 0.20 -3.07 0.62
S -1.32 1.97 0.83
H 2.00 -0.65 1.41
H 1.84 1.54 0.91
H -1.59 -1.49 -1.29
H 0.15 2.18 -1.03
H -0.64 -3.68 -0.21
H -1.73 3.00 0.07
```

Properties
E_HOMO = -8.4 eV
Total charge = 0
Gap between HOMO and LUMO = 9.1 eV
SMILES = SC1=CO[C@@H](S)C=C1
Electronic energy = -1065.6169 hartree
Largest force on an atom = 6.13 eV Å⁻¹
LUMO energy = 0.02724 Ha

=====

> Number 6 is which compound?

C5H6OS2